DFT (wB97M-V/def2-TZVPD) results for a structure of composition C52H57AsBrN2O7ReTe.

## Properties
Total energy in Eh: -7807.86791
Largest force on an atom in eV Å⁻¹: 0.41
M in g mol⁻¹: 1290.67
HOMO energy (spin up / spin down) in Eh: -0.363 / -0.363
⟨S²⟩: 3.7695
Lowest unoccupied orbital energy (spin up / spin down) in eV: -2.652 / -3.278
Frontier orbital gap (spin up / spin down) in eV: 7.225 / 6.603

```
! RIJCOSX wB97M-V def2-TZVPD def2/J DEFGRID3
* xyz 1 4
Re 0.47077 0.51800 -0.29616
C -3.04636 -4.46568 2.63457
C -2.91424 -2.97103 2.85130
C -3.76587 -2.43493 3.98602
O -1.55508 -2.62676 3.12022
C -0.99231 -1.98420 1.99315
C -2.23310 -1.37788 1.32426
O -3.24347 -2.31353 1.63088
C -2.20739 -1.16843 -0.19945
O -1.36104 -0.05484 -0.46302
C -3.55670 -0.66995 -0.72957
C -4.45199 0.02285 0.07904
C -5.59108 0.60420 -0.46061
C -5.85212 0.50637 -1.81780
C -4.96847 -0.18526 -2.63210
C -3.83411 -0.76730 -2.08998
C -1.76954 -2.46381 -0.87671
C -0.43698 -2.76751 -1.12652
C -0.06217 -3.99195 -1.65820
C -1.02335 -4.94727 -1.94539
C -2.35527 -4.67011 -1.67396
C -2.72387 -3.44531 -1.14017
C 0.08267 -1.00210 2.50420
O 0.66826 -0.32224 1.39694
C -0.55548 -0.01396 3.47848
C -1.24470 1.11068 3.03405
C -1.88090 1.96111 3.92730
C -1.84820 1.68873 5.28582
C -1.17695 0.56235 5.73803
C -0.53598 -0.27925 4.84432
C 1.23506 -1.73118 3.19564
C 2.32035 -0.96558 3.61937
C 3.37404 -1.54241 4.30498
C 3.35842 -2.90249 4.58348
C 2.28554 -3.67077 4.16673
C 1.22825 -3.09138 3.47430
H -2.77209 -4.99917 3.54295
H -2.39246 -4.77826 1.82123
H -4.07298 -4.71621 2.37397
H -3.45249 -2.87848 4.92899
H -4.81407 -2.67227 3.81233
H -3.64697 -1.35396 4.05426
H -0.50731 -2.71736 1.33724
H -2.45449 -0.41385 1.78648
H -4.28474 0.10347 1.14268
H -6.28063 1.12834 0.18736
H -6.74375 0.95303 -2.23615
H -5.16913 -0.28361 -3.69009
H -3.16598 -1.32654 -2.73245
H 0.35430 -2.08024 -0.85776
H 0.98780 -4.19821 -1.82226
H -0.73889 -5.90423 -2.35988
H -3.11430 -5.41357 -1.87433
H -3.76402 -3.25024 -0.92137
H -1.29747 1.33039 1.97416
H -2.40265 2.83397 3.55845
H -2.34193 2.34697 5.98659
H -1.14962 0.33664 6.79497
H -0.02047 -1.15510 5.21328
H 2.33743 0.09664 3.40831
H 4.20741 -0.93088 4.62189
H 4.17520 -3.35719 5.12677
H 2.25995 -4.72968 4.38573
H 0.38621 -3.70665 3.19151
O 0.81143 2.46572 1.53210
H 0.72706 2.03782 2.39360
H 1.78073 2.60283 1.38348
N 1.38866 -1.04084 -4.09088
C 0.03880 -0.89194 -4.30275
C -0.44229 -0.26024 -3.20542
N 0.60456 -0.01073 -2.33953
C 1.69349 -0.50499 -2.90616
H 2.04643 -1.47513 -4.71766
H -0.44766 -1.24455 -5.19154
H -1.45062 0.00710 -2.95162
H 2.67708 -0.48046 -2.47606
Br 3.29975 2.41687 -3.43821
C 4.78600 1.85879 -2.38596
C 5.99219 1.68605 -3.04586
C 7.11898 1.32611 -2.32250
C 7.04085 1.16813 -0.94692
C 5.83289 1.36374 -0.29996
C 4.68300 1.69268 -1.01375
C 3.40825 1.80708 -0.22851
O 3.35217 2.57163 0.72426
O 2.47100 1.00764 -0.61729
H 6.04838 1.84080 -4.11398
H 8.05872 1.18413 -2.83767
H 7.92018 0.90200 -0.37792
H 5.75660 1.25073 0.77255
C 0.85228 4.31150 -0.97619
As -0.34527 2.80198 -1.09210
C -1.85347 3.33564 -0.01474
C -1.08345 2.90238 -2.91285
C -1.31314 4.31424 -3.36308
C -0.30968 5.01623 -4.02491
C -0.50992 6.32830 -4.42051
C -1.71937 6.95650 -4.16010
C -2.72795 6.26335 -3.51002
C -2.52662 4.94867 -3.11622
H 0.27398 5.20206 -1.22675
H 1.67277 4.20113 -1.67977
H 1.24148 4.38799 0.03404
H -2.23473 4.28073 -0.40406
H -1.51222 3.46489 1.00963
H -2.62564 2.56783 -0.06443
H -2.02289 2.34463 -2.88184
H -0.39557 2.38129 -3.57963
H 0.63778 4.53124 -4.22930
H 0.27739 6.86089 -4.93395
H -1.87841 7.97845 -4.47387
H -3.67588 6.74331 -3.31548
H -3.32522 4.40655 -2.62366
C 3.90183 -3.91840 0.60712
Te 3.55014 -1.87018 0.13488
C 4.97320 -1.91148 -1.46539
H 3.91375 -4.49716 -0.31174
H 3.10022 -4.26459 1.24862
H 4.84904 -4.01796 1.12714
H 5.96226 -2.08924 -1.05382
H 4.97819 -0.94996 -1.97405
H 4.71991 -2.70266 -2.16712
*
```

DFT (wB97M-V/def2-TZVPD) results for a cluster of 3 separate species, C4H12NO2S in total.

## Properties
Total energy in Eh: -762.82724
Largest force on an atom in eV Å⁻¹: 5.69
M in g mol⁻¹: 138.21
HOMO energy in Eh: -0.156
Lowest unoccupied orbital energy in eV: 0.753
Frontier orbital gap in eV: 5.011

```
! RIJCOSX wB97M-V def2-TZVPD def2/J DEFGRID3
* xyz -1 1
C 0.12176 -1.46607 0.81445
O 1.04378 -1.37717 1.84227
C 0.17683 -0.15586 -0.11756
C -0.59802 -0.05330 -1.45109
C -0.47318 1.38887 -2.03123
S -1.39677 2.58789 -1.01244
N 1.63079 -0.08281 -0.34808
H -0.88009 -1.67511 1.12747
H 0.57331 -2.44504 0.18520
H -0.16774 0.70609 0.52459
H -1.70082 -0.16269 -1.10984
H -0.17218 -0.80546 -2.13695
H 0.59262 1.58012 -2.05006
H -0.85890 1.56461 -3.00518
H -2.48054 -0.44650 -0.90540
H 1.94866 -0.57907 0.46123
H 2.14999 0.81725 -0.38316
H 0.73515 -0.40669 2.89411
H -0.28857 0.88035 3.09016
O 0.04391 0.13060 3.61149
*
```